Record 1
Below is an isolated molecule of C3H6N4O in a non-equilibrium geometry, with properties calculated with the ωB97M-V functional and the def2-TZVPD basis.

gap between HOMO and LUMO = 9.177 eV
max |F| = 0.0812 hartree/bohr
E_tot = -411.98717 a.u.
E_HOMO = -8.39 eV
SMILES = CN1NN=N[C@]12CO2
ΔE to the lowest compared entry with this formula, charge and spin = 139.2 kcal per mole

Positions of all 14 atoms, in Å:
C1 -0.4843 2.0006 -0.2771
C2 -0.8588 0.6257 0.0188
C3 1.5311 -0.6499 0.1012
N1 -1.7952 -0.1523 -0.6180
N2 -1.6957 -1.3470 -0.3994
N3 -0.5730 -1.6170 0.2651
N4 0.2123 -0.5986 0.7016
O1 -1.3259 1.6089 0.8156
H1 0.4167 2.3866 0.0995
H2 -0.9837 2.4316 -1.0721
H3 1.8178 -1.8009 0.1406
H4 1.7063 -0.0776 -0.8813
H5 2.2534 -0.2120 0.7699
H6 -0.2210 -2.5980 0.3354


Record 2
Below is an isolated molecule of C3H6N4O in a non-equilibrium geometry, with properties calculated with the ωB97M-V functional and the def2-TZVPD basis.

gap between HOMO and LUMO = 10.103 eV
max |F| = 0.0533 hartree/bohr
E_tot = -412.10666 a.u.
E_HOMO = -9.84 eV
SMILES = CCn1nnc(=O)[nH]1
ΔE to the lowest compared entry with this formula, charge and spin = 64.2 kcal per mole

Positions of all 14 atoms, in Å:
C1 1.3698 0.8440 0.5553
C2 0.8178 0.6958 -0.8644
C3 -1.8043 -1.2385 0.5115
H1 0.6156 1.0887 1.2733
H2 2.1576 1.6698 0.5841
H3 1.8068 -0.1545 0.8945
H4 1.5664 0.2567 -1.5089
H5 0.5141 1.7126 -1.1383
H6 -1.9558 0.6611 -0.1688
N1 -0.3314 -0.2215 -0.8455
N2 0.0881 -1.5068 -0.6203
N3 -0.7401 -2.1653 0.0654
N4 -1.3368 -0.0266 0.1336
O1 -2.7680 -1.6154 1.1286


Record 3
Below is an isolated molecule of C3H6N4O in a non-equilibrium geometry, with properties calculated with the ωB97M-V functional and the def2-TZVPD basis.

gap between HOMO and LUMO = 9.603 eV
max |F| = 0.1018 hartree/bohr
E_tot = -412.11777 a.u.
E_HOMO = -9.04 eV
SMILES = [H]/N=C(/NN=C)C(N)=O
ΔE to the lowest compared entry with this formula, charge and spin = 57.2 kcal per mole

Positions of all 14 atoms, in Å:
C1 0.7673 1.3423 0.6684
C2 -0.6723 0.8739 0.5805
C3 -0.2176 -2.3164 -1.1088
H1 1.4839 -0.0747 -0.6218
H2 2.6690 1.1857 -0.2155
H3 -1.5388 2.3879 1.3652
H4 -1.8475 -0.6166 0.0982
H5 -1.0408 -2.9326 -0.7940
H6 0.4276 -2.8034 -1.8126
N1 1.7394 0.7784 -0.0543
N2 -1.7333 1.4538 0.9364
N3 -0.8266 -0.4471 0.1902
N4 0.0225 -1.1549 -0.5406
O1 0.7671 2.3236 1.3087


Record 4
Below is an isolated molecule of C3H6N4O in a non-equilibrium geometry, with properties calculated with the ωB97M-V functional and the def2-TZVPD basis.

gap between HOMO and LUMO = 7.638 eV
max |F| = 0.0344 hartree/bohr
E_tot = -412.01590 a.u.
E_HOMO = -6.99 eV
ΔE to the lowest compared entry with this formula, charge and spin = 121.1 kcal per mole

Positions of all 14 atoms, in Å:
C1 0.1311 -1.6121 -0.0358
C2 1.9001 -0.1955 0.4952
C3 -0.5688 0.6127 0.2242
N1 1.3458 -1.2605 0.0663
N2 -0.8703 -0.6355 0.0051
N3 2.6743 0.6155 -0.1890
N4 -1.5713 1.4831 0.3592
O1 -2.2162 -1.2033 -0.0920
H1 -0.1879 -2.6350 -0.1250
H2 3.1708 1.3441 0.2975
H3 2.7229 0.6316 -1.2048
H4 -2.5427 1.2021 0.4561
H5 -1.3573 2.4334 0.5998
H6 -2.6306 -0.7806 -0.8566


Record 5
Below is an isolated molecule of C3H6N4O2 in a non-equilibrium geometry, with properties calculated with the ωB97M-V functional and the def2-TZVPD basis.

gap between HOMO and LUMO = 8.757 eV
max |F| = 0.0531 hartree/bohr
E_tot = -487.35153 a.u.
E_HOMO = -8.80 eV
SMILES = [H]/N=C(\N=C\NC=O)NO
ΔE to the lowest compared entry with this formula, charge and spin = 63.6 kcal per mole

Positions of all 15 atoms, in Å:
C1 1.2668 0.2394 0.0498
C2 -0.8587 0.8891 -0.1301
C3 -3.0759 -0.2857 -0.0151
H1 3.5180 0.1832 0.2298
H2 1.7925 -1.6601 -0.6289
H3 1.3267 2.1649 0.2503
H4 -0.5389 1.8801 -0.2862
H5 -2.7327 1.7030 -0.3811
H6 -4.1296 0.0334 -0.2028
N1 2.0614 -0.9398 0.0369
N2 1.8883 1.3091 0.3459
N3 -0.0769 -0.1065 -0.0753
N4 -2.2650 0.8044 -0.1625
O1 3.4282 -0.6971 -0.1929
O2 -2.7387 -1.4068 0.2649


Record 6
Below is an isolated molecule of C3H6N4S in a non-equilibrium geometry, with properties calculated with the ωB97M-V functional and the def2-TZVPD basis.

gap between HOMO and LUMO = 8.674 eV
max |F| = 0.0411 hartree/bohr
E_tot = -735.10618 a.u.
E_HOMO = -8.10 eV
SMILES = [H]/N=c1\[nH]c(S)nn1C
ΔE to the lowest compared entry with this formula, charge and spin = 24.9 kcal per mole

Positions of all 14 atoms, in Å:
C1 -1.4643 -1.4766 -0.5589
C2 0.0629 1.5528 0.0817
C3 0.7806 -0.5578 0.0776
H1 -1.4648 -1.6293 -1.6803
H2 -1.1321 -2.4544 -0.1490
H3 -2.4738 -1.2146 -0.1857
H4 0.0821 3.3791 1.5357
H5 2.1038 1.0890 0.3603
H6 2.3823 -1.5831 0.3205
N1 -0.5941 -0.3943 -0.1781
N2 -0.9856 0.8956 -0.2018
N3 1.1594 0.7503 0.2983
N4 1.3909 -1.6858 0.0993
S1 0.1530 3.3291 0.1804


Record 7
Below is an isolated molecule of C3H6N6O3 in a non-equilibrium geometry, with properties calculated with the ωB97M-V functional and the def2-TZVPD basis.

gap between HOMO and LUMO = 9.833 eV
max |F| = 0.0463 hartree/bohr
E_tot = -671.94072 a.u.
E_HOMO = -10.08 eV
SMILES = O=NN1CN(N=O)CN(N=O)C1
ΔE to the lowest compared entry with this formula, charge and spin = 106.6 kcal per mole

Positions of all 18 atoms, in Å:
C1 -1.0157 1.1392 -0.2800
C2 -0.1364 -1.2309 -0.5677
C3 0.7248 0.3378 1.1437
H1 -1.7650 1.4156 0.4727
H2 -1.1225 1.6353 -1.2588
H3 0.3150 -1.0604 -1.5577
H4 -0.5376 -2.2584 -0.5706
H5 1.7122 0.5564 1.4977
H6 0.0228 0.3220 2.0167
N1 1.1678 1.9315 -0.6638
N2 0.2981 1.3584 0.2337
N3 -1.2350 -0.3210 -0.3753
N4 0.8467 -0.9479 0.4655
N5 2.0688 -1.4531 0.3268
N6 -2.4064 -0.8645 -0.0296
O1 2.3322 1.8379 -0.3597
O2 2.0868 -2.3310 -0.5397
O3 -3.3566 -0.0671 0.0461


Record 8
Below is the ion C3H6NO with charge +1 in a non-equilibrium geometry, with properties calculated with the ωB97M-V functional and the def2-TZVPD basis.

gap between HOMO and LUMO = 11.171 eV
max |F| = 0.0656 hartree/bohr
E_tot = -247.55993 a.u.
E_HOMO = -16.37 eV
SMILES = C=[N+]=COC
net charge = +1
ΔE to the lowest compared entry with this formula, charge and spin = 35.2 kcal per mole

Positions of all 11 atoms, in Å:
C1 -2.1122 0.0505 0.0763
C2 0.0250 1.3371 -0.0910
C3 1.6476 -0.3378 -0.0268
N1 -1.0222 0.6412 0.0321
O1 1.2395 1.0603 -0.0293
H1 -2.7097 0.0352 0.8948
H2 -2.5946 -0.4113 -0.7413
H3 -0.0498 2.3553 -0.2808
H4 2.3083 -0.4176 0.8033
H5 1.9301 -0.7307 -1.0344
H6 0.8242 -0.8998 0.3355


Question: The lowest ΔE to the lowest compared entry with this formula, charge and spin belongs to which entry?
Answer: C3H6N4S